Computed, not measured: 3 unconnected molecules or ions with the total composition C21H40O10P2 in a non-equilibrium geometry, with the ωB97M-V functional and the def2-TZVPD basis.

M = 514.49 g/mol
HOMO energy = -9.9453 eV
structure (SMILES) = C#CCCC[C@@H](C#C)OC=O.CCOP(=O)(OCC)OCC.CCOP(=O)(OCC)OCC

```
! RIJCOSX wB97M-V def2-TZVPD def2/J DEFGRID3
* xyz 0 1
C 1.335 -2.150 3.973
C 1.848 -2.709 3.046
C 2.656 -3.235 1.940
C 2.641 -4.785 1.887
C 2.602 -5.400 0.476
C 3.526 -4.746 -0.569
C 4.733 -5.538 -0.838
C 5.772 -6.096 -1.045
O 2.812 -4.679 -1.844
C 2.083 -3.559 -1.984
O 1.298 -3.456 -2.882
H 0.967 -1.452 4.690
H 2.353 -2.774 0.997
H 3.694 -2.923 2.094
H 3.442 -5.205 2.497
H 1.717 -5.098 2.383
H 2.942 -6.435 0.582
H 1.583 -5.485 0.095
H 3.831 -3.723 -0.339
H 6.787 -6.298 -1.302
H 2.249 -2.716 -1.293
C 0.208 3.588 6.225
C -0.381 2.214 6.494
O -1.718 2.106 6.000
P -1.950 1.854 4.398
O -1.445 0.471 4.174
O -3.564 1.553 4.395
C -4.119 0.457 3.663
C -4.523 -0.649 4.615
O -2.165 3.414 4.000
C -3.382 4.153 4.171
C -3.780 4.365 5.613
H 0.331 3.759 5.154
H 1.185 3.686 6.700
H -0.450 4.370 6.603
H 0.245 1.432 6.057
H -0.429 2.036 7.568
H -3.424 0.093 2.908
H -5.001 0.834 3.140
H -3.673 -0.984 5.210
H -4.926 -1.503 4.069
H -5.281 -0.290 5.312
H -4.190 3.708 3.593
H -3.189 5.127 3.717
H -4.090 3.434 6.086
H -4.617 5.063 5.664
H -2.949 4.769 6.192
C -0.684 3.664 -7.447
C 0.125 2.437 -7.831
O 0.528 1.688 -6.684
P -0.564 0.699 -5.964
O -0.782 -0.380 -6.968
O 0.396 -0.099 -4.905
C 0.322 -1.526 -4.745
C 1.523 -2.174 -5.404
O -1.040 1.768 -4.830
C -0.337 2.048 -3.616
C 1.008 2.708 -3.816
H -1.638 3.379 -6.996
H -0.893 4.277 -8.324
H -0.148 4.265 -6.713
H -0.440 1.799 -8.517
H 1.038 2.742 -8.343
H -0.612 -1.922 -5.142
H 0.331 -1.731 -3.682
H 1.579 -1.907 -6.460
H 1.480 -3.258 -5.320
H 2.446 -1.826 -4.936
H -0.257 1.155 -2.999
H -0.983 2.736 -3.064
H 1.728 2.025 -4.265
H 1.406 3.031 -2.853
H 0.923 3.575 -4.471
*
```

Results of the Mulliken charge analysis, in e, for atoms 1 through 6: number 1, C, carries 0.568; number 2, C, carries -1.262; number 3, C, carries 0.020; number 4, C, carries -0.656; number 5, C, carries -0.899; number 6, C, carries 1.030

Computed, not measured: a single C4H7N3 molecule in a non-equilibrium geometry, with the ωB97M-V functional and the def2-TZVPD basis.

M = 97.12 g/mol
HOMO energy = -9.6891 eV
structure (SMILES) = [H]/N=C(\C#N)NCC
energy above the lowest of the compared OMol25 structures with the same formula, charge and spin = 0.591 eV

```
! RIJCOSX wB97M-V def2-TZVPD def2/J DEFGRID3
* xyz 0 1
H -2.652 0.512 1.719
N -1.957 1.134 1.314
C -1.260 0.512 0.446
C -1.470 -0.925 0.223
N -1.668 -2.065 0.207
N -0.267 1.119 -0.280
C 0.733 0.310 -0.964
C 1.529 -0.646 -0.073
H 0.079 1.951 0.179
H 0.237 -0.237 -1.775
H 1.433 1.016 -1.426
H 2.263 -1.155 -0.699
H 0.950 -1.437 0.416
H 2.049 -0.091 0.713
*
```

Results of the natural (NBO) charge analysis, in e, for atoms 1 through 6: number 1, H, carries 0.354; number 2, N, carries -0.630; number 3, C, carries 0.331; number 4, C, carries 0.199; number 5, N, carries -0.278; number 6, N, carries -0.586

Computed, not measured: a molecular structure, C28H21BrCoN4O in a non-equilibrium geometry, with the ωB97M-V functional and the def2-TZVPD basis.

M = 568.34 g/mol
HOMO energy (spin up / spin down) = 1.7009 / 1.6345 eV

```
! RIJCOSX wB97M-V def2-TZVPD def2/J DEFGRID3
* xyz -2 2
Co -0.336 0.176 0.084
O -0.766 1.841 0.971
C -0.702 2.182 2.206
C -0.660 3.554 2.539
C -0.641 4.005 3.850
C -0.675 3.091 4.897
C -0.694 1.740 4.623
C -0.687 1.246 3.302
C -0.626 -0.142 3.041
N -0.620 -0.764 1.847
C -0.501 -2.095 2.104
C -0.430 -2.327 3.439
N -0.518 -1.090 4.041
H -0.637 4.256 1.716
H -0.597 5.071 4.062
H -0.686 3.431 5.928
H -0.708 1.043 5.456
H -0.476 -2.830 1.324
H -0.325 -3.236 4.001
H -0.458 -0.897 5.022
Br -4.784 -4.933 -2.404
C -3.255 -3.902 -1.864
C -3.442 -2.630 -1.324
C -2.347 -1.890 -0.986
C -1.014 -2.365 -1.154
C -0.883 -3.671 -1.712
C -1.983 -4.411 -2.072
N -0.018 -1.567 -0.760
C 1.291 -1.929 -0.775
C 2.242 -1.091 -0.233
C 3.643 -1.375 -0.260
C 4.524 -0.494 0.285
C 4.047 0.708 0.846
C 2.678 0.922 0.844
N 1.797 0.067 0.371
H -4.442 -2.243 -1.172
H -2.453 -0.892 -0.568
H 0.095 -4.100 -1.872
H -1.862 -5.397 -2.504
H 1.607 -2.877 -1.202
H 3.973 -2.303 -0.711
H 5.590 -0.702 0.286
H 4.720 1.428 1.292
H 2.267 1.829 1.275
C -0.423 0.927 -1.536
C -0.191 1.499 -2.746
C -0.693 0.929 -3.966
C -0.527 1.550 -5.174
C 0.139 2.775 -5.274
C 0.665 3.343 -4.110
C 0.523 2.737 -2.893
H -1.207 -0.022 -3.898
H -0.916 1.081 -6.077
H 0.246 3.273 -6.232
H 1.204 4.286 -4.179
H 0.934 3.182 -1.998
*
```

Results of the natural (NBO) charge analysis, in e, for atoms 1 through 6: number 1, Co, carries 0.620; number 2, O, carries -0.680; number 3, C, carries 0.404; number 4, C, carries -0.301; number 5, C, carries -0.195; number 6, C, carries -0.340

Computed, not measured: 8 unconnected molecules or ions with the total composition C40H101BrN8O5 in a non-equilibrium geometry, with the ωB97M-V functional and the def2-TZVPD basis.

M = 854.20 g/mol
HOMO energy = -19.3038 eV

```
! RIJCOSX wB97M-V def2-TZVPD def2/J DEFGRID3
* xyz 6 1
C 10.320 -25.184 1.418
C 10.198 -26.259 2.498
N 9.792 -25.810 3.794
C 10.252 -26.295 4.989
C 9.487 -25.767 5.994
N 8.747 -24.773 5.381
C 8.921 -24.826 4.067
C 7.794 -23.951 6.096
H 9.391 -24.876 0.934
H 10.986 -25.516 0.624
H 10.706 -24.247 1.828
H 11.189 -26.708 2.598
H 9.599 -27.098 2.140
H 10.994 -27.077 4.954
H 9.351 -25.872 7.059
H 8.477 -24.178 3.329
H 8.271 -23.051 6.489
H 7.377 -24.482 6.948
H 7.012 -23.604 5.424
C 17.053 -24.363 5.578
C 18.481 -24.029 5.233
C 18.801 -23.737 3.732
C 19.984 -22.748 3.608
N 20.033 -21.945 2.308
C 19.678 -22.758 1.071
C 20.683 -22.328 0.008
C 21.946 -22.073 0.851
C 21.382 -21.312 2.062
C 19.016 -20.825 2.417
H 16.945 -25.443 5.704
H 16.344 -24.041 4.814
H 16.884 -23.941 6.567
H 19.223 -24.748 5.578
H 18.718 -23.105 5.769
H 17.930 -23.384 3.178
H 19.170 -24.685 3.334
H 20.941 -23.256 3.713
H 19.900 -21.993 4.388
H 18.650 -22.522 0.801
H 19.785 -23.814 1.315
H 20.347 -21.370 -0.392
H 20.876 -23.109 -0.724
H 22.824 -21.610 0.407
H 22.345 -23.028 1.213
H 21.269 -20.303 1.669
H 21.993 -21.318 2.960
H 18.007 -21.165 2.647
H 19.090 -20.302 1.466
H 19.249 -20.094 3.191
C 23.142 -25.387 0.264
N 22.397 -26.557 -0.264
C 22.212 -26.490 -1.764
C 23.275 -27.785 -0.076
C 20.996 -26.743 0.308
C 21.011 -27.082 1.788
O 20.796 -25.880 2.527
H 22.804 -24.442 -0.163
H 24.193 -25.392 -0.024
H 23.047 -25.431 1.345
H 23.169 -26.228 -2.206
H 21.408 -25.801 -2.016
H 21.905 -27.487 -2.075
H 24.004 -27.853 -0.879
H 22.663 -28.683 -0.188
H 23.693 -27.833 0.925
H 20.519 -27.567 -0.232
H 20.333 -25.934 0.001
H 21.971 -27.502 2.102
H 20.232 -27.773 2.130
H 21.266 -25.994 3.363
C 13.800 -19.869 -2.245
N 15.092 -20.129 -2.993
C 14.768 -20.446 -4.407
C 15.921 -18.836 -2.899
C 15.850 -21.276 -2.355
C 17.324 -21.429 -2.675
O 17.517 -21.892 -3.998
H 13.086 -20.675 -2.383
H 13.466 -18.894 -2.590
H 13.972 -19.752 -1.173
H 14.281 -21.398 -4.594
H 15.676 -20.470 -5.016
H 14.274 -19.583 -4.856
H 16.725 -18.864 -3.632
H 16.365 -18.933 -1.911
H 15.289 -17.975 -3.086
H 15.355 -22.239 -2.493
H 15.739 -21.071 -1.288
H 17.904 -21.830 -1.836
H 17.776 -20.429 -2.614
H 18.335 -22.396 -4.056
C 10.641 -27.411 -4.957
N 11.570 -28.493 -4.437
C 12.848 -27.894 -3.913
C 10.919 -29.139 -3.231
C 11.768 -29.679 -5.407
C 12.463 -29.286 -6.703
O 13.706 -28.614 -6.579
H 10.320 -26.829 -4.095
H 9.724 -27.919 -5.253
H 11.173 -26.908 -5.756
H 13.412 -28.756 -3.568
H 12.622 -27.215 -3.087
H 13.301 -27.239 -4.652
H 9.900 -29.444 -3.464
H 10.917 -28.344 -2.486
H 11.422 -30.010 -2.816
H 10.866 -30.281 -5.542
H 12.308 -30.467 -4.868
H 11.684 -28.813 -7.305
H 12.686 -30.221 -7.220
H 14.391 -29.273 -6.734
C 16.124 -26.819 -2.215
N 16.407 -26.179 -0.853
C 16.957 -27.225 0.112
C 17.581 -25.197 -1.043
C 15.173 -25.453 -0.303
C 15.266 -25.018 1.162
O 16.259 -23.995 1.294
H 17.099 -27.098 -2.602
H 15.637 -26.082 -2.851
H 15.476 -27.688 -2.127
H 17.191 -26.847 1.099
H 17.795 -27.762 -0.332
H 16.168 -27.980 0.089
H 17.859 -24.826 -0.060
H 17.181 -24.308 -1.536
H 18.426 -25.515 -1.648
H 14.377 -26.200 -0.362
H 14.925 -24.653 -0.999
H 15.629 -25.873 1.733
H 14.367 -24.619 1.634
H 15.816 -23.129 1.092
C 13.718 -21.328 5.534
N 12.240 -21.633 5.531
C 11.749 -21.855 4.121
C 11.947 -22.902 6.305
C 11.342 -20.563 6.185
C 11.731 -19.117 5.889
O 13.000 -18.796 6.418
H 14.283 -22.246 5.369
H 13.831 -21.036 6.575
H 13.956 -20.633 4.734
H 11.892 -20.911 3.602
H 10.725 -22.219 4.119
H 12.414 -22.620 3.719
H 10.894 -23.101 6.480
H 12.411 -22.716 7.274
H 12.444 -23.747 5.832
H 11.543 -20.725 7.246
H 10.291 -20.785 6.018
H 10.994 -18.560 6.480
H 11.628 -18.810 4.845
H 13.184 -17.882 6.169
Br 15.255 -20.752 1.685
*
```

Results of the Mulliken charge analysis, in e, for atoms 1 through 6: number 1, C, carries -1.093; number 2, C, carries -0.265; number 3, N, carries 0.234; number 4, C, carries -0.387; number 5, C, carries -0.590; number 6, N, carries 0.181

Computed, not measured: a molecular structure, C2H4N3 in a non-equilibrium geometry, with the ωB97M-V functional and the def2-TZVPD basis.

M = 70.08 g/mol
HOMO energy = -16.6036 eV
energy above the lowest of the compared OMol25 structures with the same formula, charge and spin = 4.219 eV

```
! RIJCOSX wB97M-V def2-TZVPD def2/J DEFGRID3
* xyz 1 1
C -0.258 -0.562 -0.884
C -0.355 0.851 1.024
N 0.778 0.029 0.569
N -0.648 -0.393 0.302
N 0.036 -0.998 -1.924
H -0.468 0.996 2.091
H -0.383 1.700 0.446
H 1.358 -0.472 1.281
H -0.060 -1.152 -2.905
*
```

Results of the natural (NBO) charge analysis, in e, for atoms 1 through 6: number 1, C, carries 0.752; number 2, C, carries -0.011; number 3, N, carries -0.379; number 4, N, carries -0.278; number 5, N, carries -0.484; number 6, H, carries 0.266

Computed, not measured: a single C5H9NO molecule in a non-equilibrium geometry, with the ωB97M-V functional and the def2-TZVPD basis.

M = 99.13 g/mol
HOMO energy = -7.9145 eV
structure (SMILES) = C=C(N)CCC=O
energy above the lowest of the compared OMol25 structures with the same formula, charge and spin = 2.031 eV

```
! RIJCOSX wB97M-V def2-TZVPD def2/J DEFGRID3
* xyz 0 1
C -1.285 -0.767 -1.184
C -0.563 -0.871 -0.064
N -0.898 -1.630 1.036
C 0.904 -0.451 -0.104
C 1.123 1.062 -0.329
C 0.257 1.961 0.528
O -0.937 2.075 0.508
H -2.307 -1.100 -1.292
H -0.869 -0.141 -1.973
H -1.635 -2.306 1.077
H -0.494 -1.358 1.914
H 1.290 -0.638 0.900
H 1.378 -1.075 -0.854
H 2.151 1.252 -0.011
H 1.046 1.386 -1.365
H 0.838 2.601 1.213
*
```

Results of the natural (NBO) charge analysis, in e, for atoms 1 through 6: number 1, C, carries -0.516; number 2, C, carries 0.197; number 3, N, carries -0.831; number 4, C, carries -0.423; number 5, C, carries -0.511; number 6, C, carries 0.439